C16H28N4O2S | ωB97M-V/def2-TZVPD

Geometry as XYZ:
```
51
C16H28N4O2S (ωB97M-V/def2-TZVPD)
C 0.60883 3.67079 1.09471
C 1.79136 2.72772 1.28039
C 2.46900 2.37900 -0.05411
C 1.49924 1.86962 -1.05134
N 1.03047 2.55328 -2.05943
N 0.14295 1.79998 -2.71713
C 0.07397 0.65949 -2.09750
S -1.02971 -0.64074 -2.47024
C -2.56413 0.31139 -2.14720
C -2.59827 0.65455 -0.66975
O -2.22992 1.74726 -0.28003
N -2.99980 -0.30879 0.19025
C -3.40557 -1.64773 -0.18011
C -4.91134 -1.75127 -0.42242
C -3.05249 0.03613 1.60183
C -1.70987 -0.19148 2.28991
N 0.91576 0.63434 -1.01929
C 1.17566 -0.49965 -0.18337
C 2.22988 -1.42042 -0.81957
C 2.46355 -2.70522 0.00118
C 3.85588 -2.49630 0.59918
C 4.49868 -1.59041 -0.44840
O 3.46626 -0.72501 -0.87070
H 0.21880 3.98205 2.06150
H 0.91473 4.55452 0.54103
H -0.19460 3.18924 0.54183
H 1.44966 1.81724 1.78027
H 2.53775 3.19390 1.92809
H 2.91473 3.27931 -0.47746
H 3.25242 1.63356 0.09819
H -3.39854 -0.29447 -2.48812
H -2.48759 1.23135 -2.72532
H -3.12405 -2.31661 0.63836
H -2.85690 -1.96799 -1.06771
H -5.17302 -2.77178 -0.68870
H -5.22001 -1.09046 -1.22845
H -5.46291 -1.47348 0.47250
H -3.31695 1.09371 1.67606
H -3.83381 -0.56217 2.07433
H -1.79256 0.03601 3.34911
H -0.96451 0.46547 1.85019
H -1.38622 -1.22500 2.17833
H 0.24087 -1.05632 -0.06333
H 1.53460 -0.15576 0.78780
H 1.90374 -1.65940 -1.84327
H 2.45540 -3.57427 -0.65550
H 1.69881 -2.84010 0.76329
H 3.78937 -1.97354 1.55390
H 4.40226 -3.42515 0.73971
H 4.86624 -2.18335 -1.29831
H 5.31192 -0.97305 -0.06520
```

Summary:
**Energy above the lowest of the compared OMol25 structures with the same formula, charge and spin**: 0.509 eV
**Orbital gap**: 9.0 eV
**SMILES**: CCCc1nnc(SCC(=O)N(CC)CC)n1C[C@@H]1CCCO1
**LUMO energy**: 0.48 eV
**F_max**: 1.157 eV Å⁻¹
**Energy**: -37937.3374 eV

C16H28N7O3S2W | ωB97M-V/def2-TZVPD

Geometry as XYZ:
```
57
C16H28N7O3S2W (ωB97M-V/def2-TZVPD)
W -0.62295 -0.70013 0.61749
C 3.37587 -4.18125 1.59560
S 1.73348 -4.89188 1.39999
C 0.78316 -3.55533 0.86631
S 1.41143 -1.91595 0.70119
N -0.43978 -3.81954 0.50276
N -1.07114 -2.65682 0.08680
C -1.70556 -2.74950 -1.04535
C -2.46186 -1.62145 -1.49425
C -3.35942 -1.62139 -2.55790
C -4.15051 -0.50548 -2.75171
C -4.02986 0.58053 -1.88356
C -3.08701 0.54219 -0.87694
N -2.30227 -0.53397 -0.68403
H 4.00766 -5.01395 1.89896
H 3.38193 -3.42510 2.37636
H 3.76112 -3.77969 0.66121
H -1.65315 -3.64288 -1.66063
H -3.45255 -2.49272 -3.19238
H -4.87676 -0.48003 -3.55325
H -4.66386 1.45040 -1.98717
H -2.94745 1.36977 -0.19235
C 2.93674 2.83705 2.80988
N 2.11180 1.61705 2.83366
C 2.51358 0.58368 3.80243
C 1.11102 1.43577 2.03212
O 0.36031 0.39488 2.10498
C 0.75535 2.47438 0.99122
O -0.42312 2.05768 0.30281
C -0.36993 2.35737 -1.08351
C 0.12570 1.11938 -1.81562
O 0.20597 0.06569 -1.10738
N 0.46661 1.16305 -3.06759
C 0.41785 2.41207 -3.84583
C 0.98930 -0.02155 -3.76516
H 3.73239 2.72800 2.07359
H 3.37796 2.96233 3.79454
H 2.33182 3.71438 2.59732
H 3.59388 0.46749 3.74608
H 2.03413 -0.35659 3.55630
H 2.23966 0.90554 4.80639
H 1.59874 2.58982 0.30473
H 0.57201 3.44114 1.46619
H 0.26679 3.21873 -1.29120
H -1.37567 2.61901 -1.41130
H -0.47737 2.98220 -3.60712
H 0.37986 2.15068 -4.89934
H 1.31271 3.00825 -3.66811
H 1.08674 -0.84699 -3.06827
H 1.96534 0.22124 -4.18203
H 0.31161 -0.28497 -4.57571
N -2.14707 -0.10951 2.12269
N -1.46816 -1.32230 2.50184
H -1.97041 0.64613 2.78039
H -3.14413 -0.27248 2.00988
H -2.11202 -2.10755 2.55900
H -0.94052 -1.20681 3.36497
```

Summary:
**Energy above the lowest of the compared OMol25 structures with the same formula, charge and spin**: 0.959 eV
**Orbital gap (spin up / spin down)**: 6.6 / 6.8 eV
**LUMO energy (spin up / spin down)**: -9.96 / -9.68 eV
**Charge**: +3
**F_max**: 1.123 eV Å⁻¹
**Energy**: -57090.6657 eV

C16H29Br2I3O8 | ωB97M-V/def2-TZVPD

Geometry as XYZ:
```
58
C16H29Br2I3O8 (ωB97M-V/def2-TZVPD)
C -2.84591 -3.15529 -0.21376
C -1.78398 -3.56098 0.76925
I -2.01067 -5.57010 1.31941
C -0.78492 -2.78460 1.20229
I 0.71067 -3.67307 2.39775
C -0.58325 -1.30747 0.78943
I -2.32485 -0.11021 1.22900
C 0.63231 -0.62976 1.49015
C 0.65376 0.85840 1.73323
C 1.08932 1.77441 0.77739
C 1.10331 3.13247 1.05283
C 0.70590 3.62582 2.29596
C 0.71717 5.10682 2.56364
C 0.32117 2.70245 3.26700
C 0.29617 1.34362 2.98848
O -0.26064 -1.39225 -0.64284
C -0.70283 -0.46842 -1.55926
O -0.50504 0.70347 -1.43658
C -1.33906 -1.03901 -2.81573
Br -3.25031 -0.72111 -2.67567
C -0.78913 -0.32199 -4.04733
C 0.72495 -0.34871 -4.16154
Br -1.53342 -1.18127 -5.63601
H -3.47031 -4.00538 -0.47059
H -2.37423 -2.83460 -1.13683
H -3.50089 -2.38186 0.17313
H 0.77117 -1.08677 2.46045
H 1.50144 -0.90109 0.88840
H 1.41480 1.43388 -0.19314
H 1.42076 3.82383 0.28346
H 0.44784 5.63451 1.65157
H 1.68984 5.44330 2.92027
H -0.05221 5.36099 3.29215
H 0.04030 3.05793 4.25046
H -0.01536 0.64885 3.75927
H -1.17336 -2.11029 -2.90084
H -1.15035 0.70091 -4.06296
H 1.02259 0.27662 -5.00119
H 1.18850 0.07144 -3.26979
H 1.10048 -1.35251 -4.34509
O 3.83857 3.17328 3.91552
H 3.06153 2.89059 3.41866
H 3.60765 4.04715 4.24322
O -1.26206 5.28215 -0.09990
H -1.01209 5.42253 -1.01823
H -2.07784 4.77333 -0.14578
O 1.43479 -3.01820 -2.44989
H 0.74420 -2.57079 -1.94492
H 1.45105 -3.91919 -2.11022
O 2.04077 -7.44330 2.06559
H 2.20142 -7.67184 2.98577
H 1.49024 -6.65417 2.09816
O 3.91263 -1.28252 -2.42541
H 4.24096 -1.25101 -3.32810
H 3.18412 -1.91648 -2.44782
O -4.90822 1.95988 -0.33319
H -3.98848 1.72854 -0.16617
H -5.06099 1.68705 -1.24306
```

Summary:
**Energy above the lowest of the compared OMol25 structures with the same formula, charge and spin**: 0.000 eV
**Orbital gap**: 8.3 eV
**LUMO energy**: -0.72 eV
**F_max**: 1.472 eV Å⁻¹
**Energy**: -197828.7548 eV

Question: Look up the energy of the first one.
Answer: -37937.3374 eV